The following is a quantum chemistry calculation of a cluster of 13 separate species, C51H132N4O17 in total, from the Open Molecules 2025 dataset.

## Properties
- 2S+1 = 1
- HOMO level (Eh) = -0.313
- ΔE to the lowest compared entry with this formula, charge and spin (eV) = 4.3800

Element x y z (Å)
C (0.2915, -0.5545, 6.3017)
O (1.5024, -0.0231, 5.6990)
C (2.6460, 0.1169, 6.5672)
C (3.8998, 0.2234, 5.7571)
N (4.6028, -0.9907, 5.4810)
C (3.8497, -2.0694, 4.7369)
C (4.7867, -3.1649, 4.4949)
O (5.8729, -2.7431, 3.6957)
C (6.7290, -3.8456, 3.4160)
H (-0.0650, 0.0930, 7.0919)
H (0.4467, -1.4768, 6.8367)
H (-0.3725, -0.6625, 5.4765)
H (2.7377, -0.7032, 7.2998)
H (2.5439, 1.0368, 7.1607)
H (4.5902, 0.8111, 6.3002)
H (3.6618, 0.8395, 4.9296)
H (5.3683, -0.8275, 4.8419)
H (3.2572, -1.7521, 3.9344)
H (3.1691, -2.5162, 5.4472)
H (4.2980, -3.9719, 3.9628)
H (5.1431, -3.5673, 5.5212)
H (6.9863, -4.4249, 4.3505)
H (7.6312, -3.4130, 3.0549)
H (6.3081, -4.5400, 2.6920)
C (0.7031, 0.1945, 2.3356)
O (0.9109, 0.3652, 0.9387)
C (-0.3068, 0.7347, 0.2400)
C (0.0470, 1.2058, -1.1454)
N (0.8587, 0.2452, -1.8617)
C (0.3174, -1.0895, -2.1532)
C (1.4948, -1.9560, -2.6633)
O (2.4364, -2.1824, -1.6535)
C (1.9335, -2.8847, -0.5687)
H (-0.2999, -0.0054, 2.5665)
H (0.8815, 1.1230, 2.8196)
H (1.2955, -0.5918, 2.7319)
H (-0.8126, 1.6116, 0.6595)
H (-0.9756, -0.0864, 0.3329)
H (0.5491, 2.1829, -1.0592)
H (-0.9287, 1.3274, -1.7022)
H (1.7180, 0.0870, -1.3920)
H (-0.5258, -0.9531, -2.8933)
H (-0.2189, -1.5518, -1.2752)
H (1.9867, -1.4340, -3.4896)
H (1.0263, -2.8838, -3.0233)
H (2.7715, -3.0546, 0.0875)
H (1.6205, -3.8182, -0.9941)
H (1.0664, -2.4610, 0.0037)
C (-3.1404, 4.6063, 3.5784)
O (-3.6917, 3.3855, 3.0341)
C (-3.5161, 2.3301, 3.9275)
C (-3.8468, 0.9699, 3.1627)
N (-5.2553, 0.8283, 2.7131)
C (-5.2645, -0.4475, 1.9528)
C (-6.4111, -0.7292, 1.1080)
O (-6.3502, 0.0569, -0.0726)
C (-7.5696, 0.0621, -0.8070)
H (-3.2938, 5.4066, 2.8518)
H (-2.0798, 4.5375, 3.5649)
H (-3.5185, 4.8401, 4.6021)
H (-4.0300, 2.5239, 4.8327)
H (-2.4443, 2.2495, 4.1483)
H (-3.5551, 0.0579, 3.7967)
H (-3.1868, 0.9369, 2.2714)
H (-5.4589, 1.6729, 2.1969)
H (-5.2101, -1.1712, 2.7705)
H (-4.3321, -0.4873, 1.3746)
H (-7.3287, -0.5307, 1.7329)
H (-6.4573, -1.8045, 0.8666)
H (-7.3687, 0.7035, -1.6548)
H (-8.4807, 0.3988, -0.2602)
H (-7.7993, -0.8861, -1.2360)
C (-8.2738, 6.9338, -1.8460)
O (-6.8894, 7.0894, -1.5665)
C (-6.0560, 6.3608, -2.3805)
C (-5.6739, 4.9641, -2.0186)
N (-4.7665, 4.3988, -2.9590)
C (-3.3277, 4.6479, -2.8121)
C (-2.6357, 3.9643, -1.6321)
O (-2.6925, 2.5490, -1.5830)
C (-3.8101, 2.0320, -0.8271)
H (-8.7673, 7.1463, -0.9078)
H (-8.5149, 5.9172, -2.0399)
H (-8.6861, 7.4308, -2.6692)
H (-5.1885, 6.9630, -2.5359)
H (-6.5250, 6.2962, -3.3113)
H (-6.5210, 4.3886, -1.9861)
H (-5.2513, 4.9160, -0.9604)
H (-4.9997, 3.5628, -3.4334)
H (-3.2199, 5.7126, -2.7742)
H (-2.8015, 4.3630, -3.7289)
H (-3.0115, 4.4038, -0.7013)
H (-1.5397, 4.1897, -1.6964)
H (-3.8980, 0.9597, -1.0626)
H (-4.7692, 2.5743, -0.9770)
H (-3.6111, 2.2523, 0.3034)
C (0.9037, -3.7923, 3.1276)
C (-0.5075, -3.9421, 2.8113)
C (-1.0775, -2.9305, 1.9108)
O (-0.8239, -5.1795, 2.1461)
H (1.3728, -4.6189, 3.5964)
H (1.0536, -2.9311, 3.8168)
H (1.4992, -3.5621, 2.2711)
H (-1.0696, -3.9374, 3.7792)
H (-1.0625, -1.9553, 2.3667)
H (-2.1425, -3.1054, 1.7335)
H (-0.5094, -2.8037, 0.9690)
H (-0.3084, -5.8850, 2.6161)
C (2.9861, -5.1559, -5.0062)
C (4.0640, -5.7201, -4.0957)
C (4.1701, -4.8415, -2.7919)
O (3.8851, -7.0689, -3.7369)
H (2.8583, -5.8382, -5.8900)
H (3.1368, -4.1499, -5.3312)
H (2.0591, -5.0814, -4.3891)
H (5.0223, -5.6715, -4.6406)
H (4.8960, -5.2094, -2.0880)
H (3.1819, -4.7941, -2.2713)
H (4.4623, -3.8682, -3.0527)
H (2.9744, -7.0789, -3.3770)
C (-2.7151, -6.9857, -2.3383)
C (-1.5826, -6.4803, -1.4379)
C (-0.3127, -6.0402, -2.1645)
O (-2.2057, -5.5112, -0.5972)
H (-2.9507, -6.2910, -3.1069)
H (-3.5748, -7.1299, -1.6563)
H (-2.4565, -7.9490, -2.7487)
H (-1.3208, -7.3513, -0.8066)
H (-0.0920, -6.8641, -2.8722)
H (0.5000, -6.0426, -1.4283)
H (-0.4036, -5.1160, -2.6572)
H (-1.9000, -5.5879, 0.3166)
C (-4.4644, -3.0266, -0.9998)
C (-3.6007, -3.0166, -2.2154)
C (-3.8685, -1.8071, -3.0242)
O (-2.2015, -3.0097, -1.9330)
H (-5.4626, -2.6770, -1.3479)
H (-4.0695, -2.3665, -0.2547)
H (-4.6326, -4.0094, -0.4624)
H (-3.7894, -3.9675, -2.7549)
H (-3.8369, -0.9373, -2.3150)
H (-4.8574, -1.6939, -3.4398)
H (-3.1611, -1.6158, -3.8394)
H (-2.0160, -3.8475, -1.4379)
C (2.6512, 4.3978, -0.5784)
C (1.6434, 4.5496, 0.5573)
C (1.7082, 3.5147, 1.6294)
O (1.7269, 5.8228, 1.2264)
H (2.6230, 3.4006, -1.0427)
H (3.7044, 4.4408, -0.2176)
H (2.5549, 5.1014, -1.3800)
H (0.6039, 4.5260, 0.0894)
H (0.8570, 3.5422, 2.2648)
H (2.6766, 3.6243, 2.1623)
H (1.7105, 2.4708, 1.1842)
H (1.3025, 6.5121, 0.6849)
C (2.0339, 3.1419, -5.7479)
C (1.8497, 2.7486, -4.2845)
C (0.8407, 3.7263, -3.6035)
O (1.4376, 1.4288, -4.2292)
H (2.6515, 2.4006, -6.3545)
H (2.5735, 4.0412, -5.7503)
H (1.1298, 3.3228, -6.3146)
H (2.8454, 2.9594, -3.8560)
H (-0.1694, 3.6338, -4.0357)
H (1.2030, 4.7686, -3.7675)
H (0.7108, 3.6208, -2.4786)
H (1.2969, 1.1678, -3.3090)
C (0.5520, -2.2064, -7.6395)
C (0.4693, -0.9799, -6.7533)
C (-0.5416, -1.1502, -5.6291)
O (1.7925, -0.7611, -6.2473)
H (1.3559, -2.1124, -8.3301)
H (-0.3501, -2.2763, -8.2380)
H (0.6532, -3.1174, -7.0464)
H (0.1550, -0.0593, -7.2643)
H (-0.6373, -0.2497, -5.0897)
H (-0.2752, -1.9394, -4.9248)
H (-1.5292, -1.3289, -6.0676)
H (1.6955, -0.1137, -5.5431)
C (4.0043, 5.8175, 4.2783)
C (4.4948, 4.7087, 5.1609)
C (4.6793, 5.0347, 6.6412)
O (3.5701, 3.6236, 5.1820)
H (4.7009, 6.6530, 4.2786)
H (3.0705, 6.2575, 4.7839)
H (3.8361, 5.5149, 3.2330)
H (5.3542, 4.3188, 4.7004)
H (5.0196, 4.2131, 7.2148)
H (3.7212, 5.3452, 7.0727)
H (5.3725, 5.8561, 6.9170)
H (2.7969, 3.8440, 4.6959)
C (4.1045, -0.2265, 1.2895)
C (5.0392, -0.3806, 0.1173)
C (6.4402, -0.2194, 0.5735)
O (4.8334, -1.6723, -0.5852)
H (4.2724, 0.8026, 1.6805)
H (4.4229, -0.7910, 2.1735)
H (3.0528, -0.4892, 1.0722)
H (4.7349, 0.3618, -0.6255)
H (7.0964, -0.3891, -0.3410)
H (6.6969, -0.9384, 1.3061)
H (6.7127, 0.7543, 0.9634)
H (4.0044, -1.6483, -1.0516)